{"formula": "C11H20N2O2", "method": "wB97M-V/def2-TZVPD", "charge": 2, "gap_ev": [6.9, 6.9], "relative_energy_kcal_mol": 0.0, "lumo_energy_ev": [-9.419, -9.419], "total_energy_ha": -690.29218, "elements": ["C", "C", "C", "C", "C", "C", "C", "C", "C", "C", "C", "N", "N", "O", "O", "H", "H", "H", "H", "H", "H", "H", "H", "H", "H", "H", "H", "H", "H", "H", "H", "H", "H", "H", "H"], "positions_angstrom": [[-0.8861, -1.6597, 1.0694], [0.0270, -1.5271, -0.0195], [0.1135, 0.7437, 2.4906], [-1.0338, -0.1812, 3.1664], [0.3590, -0.0289, -0.0920], [-0.5181, 0.5175, 1.0576], [-1.1574, -0.6481, 1.8314], [-0.1244, 4.2727, -1.5964], [1.5858, -2.1983, -1.8134], [0.4459, 2.9280, -1.9736], [0.0076, 0.5702, -1.4285], [-0.6982, -3.7256, 2.1220], [0.5738, -2.3971, -0.8056], [-1.0132, -0.1176, -2.0274], [-0.2175, 1.9226, -1.1657], [0.1009, 1.6810, 3.0278], [1.0653, 0.3210, 2.5427], [-0.8760, -1.0166, 3.8040], [-1.7990, 0.4379, 3.5030], [1.4017, 0.1412, 0.2166], [-1.2594, 1.2537, 0.9916], [-0.6642, 4.6851, -2.4037], [-0.8300, 4.0278, -0.8377], [0.5199, 4.9831, -1.2157], [2.2816, -1.4145, -1.8166], [2.0589, -3.1177, -2.1085], [0.9325, -1.8975, -2.6357], [1.5801, 2.7225, -1.7091], [0.3115, 2.8499, -3.1280], [0.8559, 0.5644, -2.1022], [-0.9700, -4.4644, 1.4215], [0.3121, -3.4302, 2.0709], [-1.0828, -3.9170, 2.9695], [0.3070, -3.3317, -1.0090], [-1.7099, 0.4510, -2.3967]], "atomic_forces_ev_per_a": [[0.018, -2.519, -0.143], [0.750, -0.166, -0.570], [-1.376, -0.452, 0.756], [1.009, -0.192, -0.416], [-0.835, -0.658, 1.205], [0.604, -0.453, 2.199], [0.135, -0.178, -1.270], [-0.724, -1.826, 0.049], [-1.424, 0.524, -2.457], [2.763, -0.595, -1.410], [1.518, 2.267, -1.042], [2.261, 2.206, -6.051], [0.754, 0.456, 1.028], [-1.368, -0.629, 0.032], [-1.327, -0.341, -0.123], [-0.017, 0.629, -0.697], [1.532, -0.864, 0.262], [0.499, -0.239, 1.067], [-1.335, 1.105, 0.649], [-0.119, -0.063, -0.470], [-0.908, 1.209, -1.356], [-0.546, 0.531, -0.911], [-0.760, 0.236, 0.786], [1.663, 1.271, 0.700], [0.980, 1.134, 1.274], [0.116, -0.440, 0.352], [0.293, -0.205, -0.782], [-1.975, 1.000, -0.826], [0.146, -0.770, 1.998], [0.585, -0.417, -0.172], [0.600, 1.096, 1.036], [-1.458, -1.387, 0.703], [-1.173, -0.265, 3.251], [-1.289, -1.042, 1.189], [0.407, 0.034, 0.158]]}